C14H11CoN4OS3 as an isolated structure in a non-equilibrium geometry, computed with wB97M-V/def2-TZVPD.

The geometry in XYZ format:
```
34
Properties=species:S:1:pos:R:3:forces:R:3:mulliken_charge:R:1
Co 0.8383 -1.1045 1.6709 0.4 1.4 -1.6 -0.0727
N -4.8417 -0.7540 -2.4055 0.1 0.0 0.3 -0.5011
C -3.6222 -1.4087 -2.6499 -0.1 -0.1 -0.3 0.0895
S -3.4629 -2.1837 -4.1560 0.0 0.0 -0.1 -0.5735
C -2.6187 -1.3454 -1.6612 0.1 0.1 0.2 1.1061
C -1.3141 -1.8825 -1.8609 -0.1 0.0 -0.1 -0.7785
C -0.3590 -1.7787 -0.8910 0.1 0.0 0.0 -0.3334
N -0.5577 -1.1939 0.3122 -0.5 -0.2 -0.2 0.1796
C -1.7917 -0.7105 0.5353 0.1 0.0 0.2 -0.5868
C -2.8086 -0.7465 -0.3786 -0.1 0.0 -0.2 -0.8223
H -5.5559 -1.0721 -3.0405 0.0 -0.1 0.0 0.2210
H -5.1452 -0.7770 -1.4410 0.0 0.0 0.0 0.1776
H -1.0965 -2.3663 -2.8018 0.1 0.0 0.0 0.3415
H 0.6336 -2.1814 -1.0571 0.0 0.0 0.0 0.4168
H -1.9545 -0.2769 1.5148 0.0 0.0 0.0 0.3590
H -3.7605 -0.3138 -0.1000 0.1 0.1 0.1 0.1477
S 4.0812 -0.9706 4.9409 0.6 0.1 0.7 -0.5553
C 3.0304 -1.0457 3.7143 -0.5 -0.1 -0.9 0.4250
N 2.2943 -1.1077 2.8131 0.8 0.1 1.1 -0.4607
O -1.2739 -4.2775 3.6314 0.7 0.0 0.1 -0.5924
S 0.0612 -3.8355 3.1514 -0.8 1.3 -0.9 0.2109
N 0.1253 -2.5141 2.4658 -1.2 -3.6 2.1 -0.1811
C 1.3836 0.4913 0.9546 0.3 0.7 -0.2 -1.3554
C 1.8918 1.6431 0.3947 0.1 0.2 -0.2 1.4787
C 1.8611 1.8731 -1.0237 0.0 -0.1 0.1 -0.4786
C 2.3735 3.0220 -1.5793 0.1 0.1 -0.1 -0.4000
C 2.9550 4.0119 -0.7814 0.0 0.0 0.0 -0.4203
C 3.0125 3.8165 0.6019 0.0 0.1 -0.1 -0.2928
C 2.4907 2.6841 1.1823 0.0 -0.1 0.0 -0.5700
H 1.4097 1.1121 -1.6490 0.0 0.0 0.0 0.4134
H 2.3284 3.1689 -2.6540 0.0 0.0 0.0 0.3339
H 3.3586 4.9132 -1.2274 0.0 0.0 0.0 0.3386
H 3.4843 4.5738 1.2208 0.0 0.0 0.0 0.3250
H 2.5494 2.5371 2.2539 0.0 0.0 0.0 0.4105
```
Positions in Å, forces in eV/Å.

Calculated values
Multiplicity ... 5
LUMO level (alpha / beta) ... 4.71 / 4.70 eV
Charge ... -2
Highest occupied orbital energy (alpha / beta) ... -0.01985 / -0.09937 Eh

=====

A 2-piece molecular cluster, C4H15N2O overall in a non-equilibrium geometry, computed with wB97M-V/def2-TZVPD.

The geometry in XYZ format:
```
22
Properties=species:S:1:pos:R:3:forces:R:3:mulliken_charge:R:1
C -1.6924 -0.0595 0.8262 0.8 -0.9 -0.8 -0.4524
N -0.6268 0.1555 1.7769 0.6 -0.4 0.1 -0.4593
C 0.1081 -1.0604 2.1873 -0.1 0.2 -0.1 -0.9096
C -1.1212 -0.1102 -0.6435 0.7 0.6 0.0 -0.6612
N 0.2291 0.5687 -0.6882 -0.3 1.1 2.1 -0.0646
C 0.2923 1.8758 -1.3695 1.1 0.4 -0.5 -1.0299
H -2.3845 0.7710 0.8676 -0.3 -0.1 0.2 0.4679
H -2.1719 -1.0318 0.9736 -0.4 0.2 0.1 0.2770
H -0.9870 0.5437 2.6333 -0.2 0.4 0.0 0.2739
H -0.5822 -1.8593 2.4646 0.1 -0.1 0.1 0.3665
H 0.7136 -0.7733 3.0374 0.1 -0.2 0.2 0.3521
H 0.8043 -1.4511 1.4390 -0.2 0.2 -0.2 0.2200
H -1.7965 0.5082 -1.2261 0.1 -0.3 -0.5 0.3229
H -0.9367 -1.0771 -1.1017 -0.6 -0.2 0.3 0.3796
H 0.3628 0.7870 0.3394 -0.2 -0.1 -0.1 0.4007
H 1.0729 -0.0058 -0.8627 -0.5 -0.4 -0.8 0.3965
H -0.3415 2.6382 -0.9289 -0.5 -0.4 0.1 0.3750
H 0.1197 1.7756 -2.4369 -0.2 -0.1 0.0 0.3938
H 1.3088 2.2591 -1.2399 0.0 -0.1 -0.1 0.3976
H 2.0498 -1.0958 -2.5955 -0.1 -0.2 0.2 0.3240
H 3.1670 -1.1437 -1.5960 0.2 -0.1 0.3 0.3154
O 2.2056 -1.1594 -1.6397 0.0 0.2 -0.6 -0.6860
```
Positions in Å, forces in eV/Å.

Calculated values
Energy above the lowest of the compared OMol25 structures with the same formula, charge and spin ... 24.4 kcal/mol
Multiplicity ... 1
LUMO level ... -2.84 eV
Charge ... +1
Highest occupied orbital energy ... -0.49961 Eh

=====

A 4-piece molecular cluster, C4H16O4 overall in a non-equilibrium geometry, computed with wB97M-V/def2-TZVPD.

The geometry in XYZ format:
```
24
Properties=species:S:1:pos:R:3:forces:R:3:mulliken_charge:R:1
C 25.4389 14.6607 6.0612 0.1 0.1 -0.5 -0.6106
O 24.4343 15.2354 6.8710 0.3 -0.3 0.6 -0.4567
H 25.1715 13.6743 5.6820 -0.2 -0.1 -0.1 0.2553
H 25.6482 15.3325 5.2288 0.1 -0.1 -0.3 0.2641
H 26.3877 14.5128 6.5769 -0.2 0.3 0.5 0.2590
H 23.5776 15.0233 6.4933 -0.1 0.2 -0.2 0.2638
C 20.8198 8.3296 9.4277 -0.5 0.3 -0.3 -0.3617
O 20.8388 8.0090 10.8041 0.3 0.2 0.0 -0.4967
H 19.8037 8.1511 9.0759 0.1 -0.3 -0.2 0.2325
H 20.9909 9.3866 9.2237 0.1 0.2 0.2 0.0865
H 21.5553 7.7767 8.8434 -0.1 -0.3 0.0 0.2473
H 21.5635 8.5118 11.1830 0.0 -0.1 0.3 0.2996
C 20.6057 16.1836 6.2849 -1.3 -0.5 0.3 -0.6440
O 21.6260 15.5053 5.5844 1.2 0.2 0.0 -0.4940
H 20.0771 15.4077 6.8388 -0.6 0.3 0.2 0.2927
H 20.9022 16.9275 7.0244 0.9 -0.2 -0.3 0.2605
H 19.9280 16.6919 5.5991 -0.1 0.0 0.0 0.2932
H 21.2268 15.0102 4.8652 -0.1 0.1 0.0 0.2900
C 22.5934 12.2135 7.8222 0.2 -1.6 -0.4 -0.5246
O 21.6331 13.1861 8.0443 -0.5 0.8 0.4 -0.4807
H 22.3124 11.6111 6.9584 0.3 0.0 -0.6 0.2811
H 23.6125 12.5832 7.7087 0.0 0.2 0.1 0.2288
H 22.5695 11.4528 8.6026 0.0 0.4 0.5 0.1958
H 21.7133 13.8225 7.3300 -0.1 0.2 -0.1 0.3190
```
Positions in Å, forces in eV/Å.

Calculated values
Energy above the lowest of the compared OMol25 structures with the same formula, charge and spin ... 58.9 kcal/mol
Multiplicity ... 1
LUMO level ... 0.48 eV
Charge ... 0
Highest occupied orbital energy ... -0.37478 Eh

=====

| no. | DFT total energy (a.u.) |
| --- | --- |
| 1 | -3411.62652 |
| 2 | -345.90674 |
| 3 | -462.86810 |